Record 1
Formula: C56H44LaN8O4PS
Source: OMol25
Level of theory: the ωB97M-V functional and the def2-TZVPD basis

Positions of all 115 atoms, in Å:
La: -0.16 -1.20 -0.08
O: -3.20 -1.35 3.63
C: -2.40 -1.49 2.60
O: -1.58 -0.63 2.22
C: -2.48 -2.81 1.94
C: -3.41 -3.79 2.34
C: -3.44 -4.97 1.57
C: -2.60 -5.14 0.45
C: -1.71 -4.11 0.13
N: -1.66 -3.01 0.87
C: -0.90 -4.08 -1.15
O: -1.46 -4.89 -2.15
O: -0.70 -2.81 -1.57
H: -3.07 -0.45 4.01
H: -3.96 -3.65 3.27
H: -4.15 -5.73 1.85
H: -2.60 -6.06 -0.11
H: -0.84 -5.67 -2.24
C: 2.52 4.13 -1.31
N: 2.15 2.76 -1.69
C: 1.30 1.90 -1.02
N: 1.25 0.68 -1.60
C: 1.97 0.82 -2.78
C: 2.58 2.07 -2.85
C: 3.35 2.64 -3.94
C: 4.35 3.57 -3.68
C: 5.04 4.16 -4.76
C: 4.70 3.93 -6.08
C: 3.69 3.01 -6.36
C: 3.03 2.36 -5.32
C: 2.10 -0.33 -3.68
C: 1.00 -1.21 -3.81
C: 1.16 -2.43 -4.44
C: 2.41 -2.81 -4.97
C: 3.47 -1.93 -4.86
C: 3.30 -0.63 -4.30
P: 0.29 2.22 0.51
C: -1.49 1.83 0.08
N: -1.82 0.70 -0.53
C: -3.19 0.81 -0.82
C: -3.68 2.02 -0.42
N: -2.56 2.68 0.19
C: -2.60 3.99 0.88
C: -5.06 2.50 -0.60
C: -5.75 3.19 0.43
C: -7.04 3.64 0.24
C: -7.71 3.36 -0.96
C: -7.05 2.69 -1.97
C: -5.75 2.21 -1.79
C: -3.84 -0.35 -1.42
C: -3.13 -1.18 -2.29
C: -3.65 -2.42 -2.65
C: -4.87 -2.87 -2.14
C: -5.62 -2.01 -1.33
C: -5.11 -0.77 -0.99
C: 1.14 1.29 1.88
N: 1.29 -0.04 1.81
C: 2.05 -0.38 2.94
C: 2.40 0.75 3.63
N: 1.84 1.83 2.91
C: 1.82 3.24 3.35
C: 3.11 0.84 4.92
C: 4.00 1.87 5.22
C: 4.63 1.89 6.48
C: 4.47 0.84 7.40
C: 3.54 -0.15 7.10
C: 2.91 -0.18 5.85
C: 2.41 -1.80 3.13
C: 3.74 -2.17 3.46
C: 4.12 -3.52 3.46
C: 3.20 -4.53 3.16
C: 1.90 -4.15 2.87
C: 1.47 -2.81 2.89
H: 1.79 4.50 -0.56
H: 3.54 4.22 -0.91
H: 2.39 4.81 -2.18
H: 4.65 3.76 -2.67
H: 5.82 4.88 -4.48
H: 5.26 4.43 -6.88
H: 3.47 2.73 -7.39
H: 2.25 1.63 -5.56
H: 0.05 -0.96 -3.33
H: 0.33 -3.13 -4.53
H: 2.52 -3.80 -5.42
H: 4.48 -2.21 -5.20
H: 4.12 0.08 -4.33
H: -3.35 4.68 0.43
H: -2.83 3.87 1.97
H: -1.60 4.43 0.83
H: -5.30 3.27 1.41
H: -7.53 4.21 1.02
H: -8.76 3.63 -1.08
H: -7.54 2.55 -2.94
H: -5.27 1.67 -2.58
H: -2.15 -0.87 -2.64
H: -3.07 -3.08 -3.28
H: -5.25 -3.88 -2.39
H: -6.60 -2.26 -0.94
H: -5.68 -0.13 -0.33
H: 1.73 3.27 4.44
H: 2.77 3.72 3.09
H: 0.99 3.78 2.89
H: 4.23 2.60 4.46
H: 5.32 2.71 6.67
H: 5.02 0.73 8.33
H: 3.31 -0.96 7.81
H: 2.31 -1.02 5.57
H: 4.43 -1.36 3.72
H: 5.20 -3.71 3.64
H: 3.50 -5.57 3.27
H: 1.18 -4.92 2.57
H: 0.45 -2.52 2.66
S: 2.46 -2.86 -0.70
C: 1.41 -4.05 -0.74
N: 0.48 -4.82 -0.75

gap between HOMO and LUMO = 6.32 eV
multiplicity = 1
LUMO energy = -5.7 eV
charge = +2


Record 2
Formula: C44H49Ge4I2N5STi
Source: OMol25
Level of theory: the ωB97M-V functional and the def2-TZVPD basis

Positions of all 106 atoms, in Å:
Ti: -0.44 0.38 -0.17
N: 9.56 0.21 3.67
C: 8.48 0.04 3.32
C: 7.12 -0.18 2.89
C: 6.37 -1.22 3.44
C: 5.07 -1.44 3.02
C: 4.53 -0.62 2.05
C: 5.26 0.42 1.49
C: 6.55 0.64 1.92
N: 3.17 -0.86 1.60
C: 2.55 -2.10 1.52
C: 1.33 -1.88 1.00
N: 1.18 -0.51 0.74
C: 2.33 0.05 1.13
H: 6.81 -1.86 4.19
H: 4.48 -2.22 3.48
H: 4.84 1.04 0.71
H: 7.14 1.45 1.49
H: 3.03 -3.01 1.83
H: 0.54 -2.58 0.85
H: 2.53 1.11 1.19
C: -5.01 -2.03 0.59
Ge: -3.54 -2.26 1.84
C: -2.41 -3.78 1.35
C: -4.17 -2.30 3.67
Ge: -2.07 -0.24 1.86
C: -3.23 1.23 2.40
C: -4.46 1.43 1.75
C: -5.36 2.37 2.22
C: -5.05 3.14 3.34
C: -3.84 2.94 4.00
C: -2.93 2.00 3.53
C: -0.68 -0.36 3.24
C: -0.55 -1.58 3.91
C: 0.36 -1.72 4.96
C: 1.15 -0.64 5.33
C: 1.03 0.58 4.67
C: 0.13 0.71 3.63
H: -5.18 -2.97 0.05
H: -4.85 -1.23 -0.13
H: -5.92 -1.80 1.15
H: -2.61 -4.11 0.33
H: -2.62 -4.62 2.02
H: -1.35 -3.54 1.45
H: -4.74 -3.22 3.80
H: -4.82 -1.44 3.85
H: -3.35 -2.28 4.39
H: -4.73 0.84 0.89
H: -6.31 2.51 1.72
H: -5.75 3.88 3.70
H: -3.61 3.52 4.89
H: -2.01 1.85 4.07
H: -1.16 -2.43 3.64
H: 0.44 -2.66 5.49
H: 1.86 -0.74 6.15
H: 1.64 1.43 4.98
H: 0.03 1.68 3.14
S: -2.83 0.47 -1.05
C: -2.29 -1.06 -1.46
N: -3.03 -2.01 -2.09
C: -2.51 -3.18 -2.48
C: -1.19 -3.43 -2.26
C: -0.45 -2.47 -1.59
N: -1.00 -1.34 -1.14
H: -4.00 -1.80 -2.27
H: -3.18 -3.88 -2.98
H: -0.73 -4.35 -2.60
H: 0.60 -2.61 -1.39
C: -2.58 -0.15 -4.82
Ge: -1.46 1.43 -4.53
C: -2.57 2.91 -3.91
C: -0.31 1.75 -6.05
Ge: 0.12 1.02 -2.65
C: 1.39 -0.43 -3.03
C: 1.00 -1.39 -3.98
C: 1.82 -2.47 -4.30
C: 3.04 -2.62 -3.65
C: 3.45 -1.68 -2.72
C: 2.64 -0.59 -2.42
C: 1.20 2.63 -2.34
C: 1.00 3.74 -3.16
C: 1.78 4.88 -3.02
C: 2.76 4.94 -2.05
C: 2.96 3.86 -1.19
C: 2.18 2.73 -1.34
H: -2.72 -0.27 -5.89
H: -3.56 -0.01 -4.36
H: -2.12 -1.07 -4.44
H: -3.40 3.03 -4.61
H: -2.01 3.85 -3.87
H: -2.97 2.69 -2.93
H: -0.94 1.80 -6.94
H: 0.40 0.92 -6.16
H: 0.24 2.68 -5.96
H: 0.06 -1.27 -4.51
H: 1.52 -3.17 -5.07
H: 3.68 -3.46 -3.90
H: 4.42 -1.78 -2.24
H: 3.01 0.17 -1.74
H: 0.25 3.71 -3.94
H: 1.62 5.73 -3.68
H: 3.38 5.83 -1.95
H: 3.72 3.91 -0.42
H: 2.34 1.89 -0.67
I: -1.04 3.17 0.54
I: -0.46 5.73 -0.01

gap between HOMO and LUMO (spin up / spin down) = 5.47 / 5.20 eV
multiplicity = 2
LUMO energy (spin up / spin down) = -9.9 / -10.4 eV
charge = +3


Record 3
Formula: C4H15N3O
Source: OMol25
Level of theory: the ωB97M-V functional and the def2-TZVPD basis

Positions of all 23 atoms, in Å:
C: -1.24 0.88 0.76
C: -0.79 0.72 -0.71
C: 0.38 -0.47 -0.87
N: 1.74 -2.21 -2.66
C: 0.56 -2.53 -2.20
N: -0.13 -1.73 -1.32
N: -0.83 2.15 1.40
H: -2.34 0.85 0.76
H: -0.84 0.02 1.39
H: -1.51 0.39 -1.47
H: -0.34 1.54 -1.32
H: 0.79 -0.53 0.19
H: 1.07 -0.11 -1.60
H: 2.23 -2.95 -3.14
H: 2.31 -1.37 -2.52
H: 0.15 -3.53 -2.47
H: -1.06 -1.99 -0.96
H: -0.35 2.79 0.73
H: -0.11 2.09 2.15
H: -1.63 2.75 1.58
H: 1.29 0.64 3.90
H: 0.12 1.41 4.61
O: 0.51 1.19 3.75

gap between HOMO and LUMO (spin up / spin down) = 8.45 / 3.46 eV
multiplicity = 2
LUMO energy (spin up / spin down) = -12.8 / -17.8 eV
charge = +3


Record 4
Formula: C25H28KN3O2P
Source: OMol25
Level of theory: the ωB97M-V functional and the def2-TZVPD basis

Positions of all 60 atoms, in Å:
K: -0.04 -0.52 0.28
O: -2.27 0.25 -1.32
N: -1.13 0.87 -1.91
C: -1.18 0.77 -3.18
C: -0.11 1.28 -4.05
C: -0.52 1.71 -5.30
C: 0.37 2.27 -6.20
C: 1.71 2.38 -5.83
C: 2.13 1.92 -4.60
C: 1.25 1.36 -3.68
P: 1.88 0.62 -2.12
C: 3.67 0.51 -2.43
C: 4.15 -0.69 -2.95
C: 5.50 -0.84 -3.24
C: 6.38 0.20 -2.99
C: 5.92 1.39 -2.46
C: 4.57 1.55 -2.18
C: 1.79 1.99 -0.91
C: 2.37 1.78 0.34
C: 2.31 2.75 1.33
C: 1.65 3.95 1.08
C: 1.06 4.17 -0.16
C: 1.13 3.19 -1.15
H: -2.63 0.94 -0.74
H: -2.07 0.35 -3.64
H: -1.57 1.62 -5.58
H: 0.04 2.62 -7.16
H: 2.42 2.81 -6.52
H: 3.19 1.98 -4.35
H: 3.47 -1.50 -3.14
H: 5.86 -1.77 -3.66
H: 7.44 0.08 -3.21
H: 6.61 2.20 -2.26
H: 4.22 2.49 -1.77
H: 2.92 0.86 0.53
H: 2.79 2.58 2.28
H: 1.60 4.71 1.84
H: 0.55 5.10 -0.36
H: 0.68 3.38 -2.11
C: 1.11 0.83 4.25
N: 0.23 -0.17 4.82
C: 0.35 -0.44 6.25
C: -0.88 -1.16 6.75
C: -1.10 -2.40 5.90
N: -1.14 -2.04 4.49
C: -1.72 -3.02 3.59
C: -0.40 -1.03 3.97
O: -0.33 -0.86 2.74
H: 1.27 1.61 4.99
H: 0.65 1.27 3.37
H: 2.08 0.41 3.96
H: 0.46 0.52 6.75
H: 1.26 -1.02 6.45
H: -1.74 -0.51 6.68
H: -0.75 -1.44 7.79
H: -2.05 -2.87 6.16
H: -0.31 -3.14 6.09
H: -2.60 -3.45 4.06
H: -1.02 -3.83 3.36
H: -2.01 -2.54 2.66

gap between HOMO and LUMO = 8.51 eV
multiplicity = 1
LUMO energy = -2.4 eV
charge = +1


Asked for relative energy (zero: lowest compared OMol25 entry of this formula, charge and spin) across the records above, the calculation gives 1.662; 4.633; 2.701; 0.099 eV in order.
Asked for DFT total energy across the records above, the calculation gives -99873.496; -330064.834; -10875.139; -60554.473 eV in order.